No. 1
The following is a DFT calculation (ωB97M-V with the def2-TZVPD basis set) of a cluster of 8 separate species, C4H24N8O8 in total in a non-equilibrium geometry.

The HOMO energy is -0.3456 Ha. Its LUMO energy is 0.05 eV. The energy relative to the best compared isomer or geometry (same formula, charge and spin) comes out at 0.301 eV. As for the net charge: 0. The gap between HOMO and LUMO comes out at 9.5 eV.

Geometry as XYZ:
```
44
C4H24N8O8 | the Open Molecules 2025 dataset | ωB97M-V with the def2-TZVPD basis set
N 2.866 4.190 -23.545
C 3.499 5.215 -24.217
N 4.380 4.777 -25.156
O 3.281 6.387 -23.955
H 2.007 4.431 -23.091
H 3.093 3.255 -23.841
H 4.643 3.798 -25.146
H 5.047 5.414 -25.551
N 5.117 -1.560 -26.942
C 4.098 -0.728 -26.610
N 3.842 0.237 -27.525
O 3.510 -0.697 -25.525
H 5.276 -2.298 -26.278
H 5.771 -1.322 -27.661
H 4.099 0.090 -28.484
H 3.370 1.096 -27.246
N 9.093 5.490 -23.984
C 8.734 4.588 -24.953
N 7.566 3.933 -24.721
O 9.413 4.413 -25.952
H 8.451 5.815 -23.285
H 9.934 6.011 -24.143
H 6.977 4.215 -23.960
H 7.281 3.292 -25.436
N 0.678 1.140 -27.670
C 1.160 2.072 -26.804
N 0.305 2.403 -25.799
O 2.278 2.578 -26.900
H 1.099 1.011 -28.570
H -0.305 0.933 -27.617
H -0.314 1.686 -25.460
H 0.630 3.064 -25.117
O 6.240 1.085 -21.271
H 5.830 0.687 -22.048
H 5.568 1.674 -20.917
O 4.524 -0.534 -23.112
H 4.107 -1.031 -23.842
H 4.731 -1.188 -22.436
O 1.268 0.222 -23.987
H 2.100 0.013 -24.438
H 1.422 -0.015 -23.068
O 4.885 1.888 -25.000
H 4.805 1.594 -25.913
H 4.455 1.204 -24.468
```

***

No. 2
The following is a DFT calculation (ωB97M-V with the def2-TZVPD basis set) of a structure of composition C30H70Cl2FeN10O10 in a non-equilibrium geometry.

As for the multiplicity: 5. The HOMO energy (alpha / beta) is -0.3088 / -0.2738 Ha. Its LUMO energy (alpha / beta) is -0.14 / -0.14 eV. As for the net charge: 0. The gap between HOMO and LUMO (alpha / beta) comes out at 8.3 / 7.3 eV.

Geometry as XYZ:
```
123
C30H70Cl2FeN10O10 | the Open Molecules 2025 dataset | ωB97M-V with the def2-TZVPD basis set
Fe 1.446 -0.148 1.223
Cl 2.885 1.074 -0.369
Cl -0.784 -0.194 0.137
C -2.319 0.585 -4.330
C -3.339 1.531 -4.849
O -4.339 1.931 -4.236
N -3.169 1.863 -6.140
C -4.035 2.665 -6.953
H -2.740 -0.419 -4.391
H -2.089 0.772 -3.281
H -1.388 0.598 -4.896
H -2.312 1.554 -6.577
H -5.092 2.608 -6.695
H -3.879 2.596 -8.030
H -3.684 3.684 -6.787
C -4.187 -0.815 2.381
C -4.986 -0.885 1.097
O -6.231 -1.009 1.037
N -4.244 -0.718 0.009
C -4.810 -0.602 -1.334
H -4.100 -1.801 2.836
H -4.706 -0.270 3.170
H -3.278 -0.240 2.204
H -3.238 -0.704 0.091
H -5.630 0.110 -1.235
H -5.143 -1.592 -1.645
H -4.005 -0.273 -1.991
C -1.983 -7.104 -2.837
C -1.662 -5.698 -2.310
O -0.514 -5.462 -1.913
N -2.664 -4.821 -2.263
C -2.401 -3.508 -1.703
H -1.920 -7.100 -3.925
H -2.970 -7.507 -2.610
H -1.249 -7.809 -2.448
H -3.635 -5.074 -2.377
H -1.938 -3.546 -0.717
H -3.276 -2.868 -1.590
H -1.744 -2.936 -2.359
C 0.996 -0.949 -3.061
C 1.802 -0.290 -4.191
O 1.744 -0.715 -5.306
N 2.574 0.704 -3.792
C 3.393 1.458 -4.634
H 1.348 -1.940 -2.777
H -0.020 -1.108 -3.422
H 0.889 -0.263 -2.220
H 2.595 1.043 -2.840
H 3.453 2.522 -4.408
H 3.216 1.409 -5.709
H 4.406 1.087 -4.481
C 4.082 -1.910 3.917
C 4.040 -0.565 3.272
O 3.121 -0.213 2.564
N 5.041 0.247 3.456
C 6.278 -0.074 4.142
H 3.290 -2.587 3.595
H 4.135 -1.724 4.990
H 5.010 -2.429 3.676
H 5.023 1.146 2.996
H 6.447 0.785 4.791
H 7.070 -0.088 3.393
H 6.393 -0.996 4.712
C 0.217 -1.342 5.228
C 0.195 -1.882 3.777
O 0.640 -1.142 2.905
N -0.355 -3.072 3.564
C -0.620 -3.772 2.290
H -0.526 -1.822 5.863
H 0.057 -0.264 5.206
H 1.216 -1.531 5.622
H -0.744 -3.578 4.346
H -1.577 -4.287 2.376
H 0.128 -4.555 2.167
H -0.589 -3.208 1.358
C -1.207 2.496 2.417
C 0.169 2.181 2.988
O 0.919 1.500 2.318
N 0.424 2.630 4.194
C 1.711 2.338 4.958
H -1.716 1.576 2.132
H -1.006 3.102 1.533
H -1.838 3.015 3.138
H -0.287 3.149 4.690
H 2.400 3.128 4.658
H 2.152 1.362 4.753
H 1.530 2.340 6.033
C -3.231 3.411 -0.704
C -1.947 3.929 -1.451
O -1.769 5.107 -1.647
N -1.006 3.012 -1.735
C 0.153 3.191 -2.548
H -3.435 4.055 0.152
H -3.081 2.361 -0.450
H -4.141 3.429 -1.303
H -1.237 2.078 -1.427
H 0.181 4.087 -3.168
H 0.264 2.312 -3.183
H 1.017 3.395 -1.915
C 1.621 4.147 0.831
C 0.999 5.421 1.526
O 1.681 5.967 2.410
N -0.216 5.781 1.097
C -0.896 6.945 1.644
H 0.885 3.499 0.356
H 2.295 3.486 1.376
H 2.254 4.542 0.036
H -0.627 5.403 0.256
H -1.222 7.651 0.880
H -0.345 7.343 2.496
H -1.831 6.637 2.114
C 2.019 -4.411 -0.224
C 2.704 -3.207 0.434
O 2.057 -2.154 0.704
N 3.991 -3.321 0.766
C 4.906 -4.482 0.610
H 2.568 -4.521 -1.159
H 0.951 -4.229 -0.342
H 2.148 -5.345 0.324
H 4.451 -2.439 0.939
H 4.716 -5.291 1.315
H 5.950 -4.233 0.802
H 4.905 -4.940 -0.379
```

***

No. 3
The following is a DFT calculation (ωB97M-V with the def2-TZVPD basis set) of an isolated molecule of C5H5NO.

The HOMO energy is -0.3691 Ha. Its LUMO energy is 0.05 eV. The energy relative to the best compared isomer or geometry (same formula, charge and spin) comes out at 3.224 eV. As for the net charge: 0. The gap between HOMO and LUMO comes out at 10.1 eV.

Geometry as XYZ:
```
12
C5H5NO | the Open Molecules 2025 dataset | ωB97M-V with the def2-TZVPD basis set
C 2.915 -0.601 -0.118
C 1.860 -0.030 0.022
C 0.561 0.471 0.493
O 0.375 0.717 1.671
C -0.576 0.573 -0.493
C -1.558 -0.539 -0.321
N -1.873 0.809 0.116
H 3.854 -1.112 -0.248
H -0.418 1.016 -1.481
H -1.302 -1.300 0.417
H -2.118 -0.894 -1.181
H -1.718 0.890 1.122
```